# C16H26N2O2S

The molecule C16H26N2O2S (ωB97M-V/def2-TZVPD, the Open Molecules 2025 dataset).

Bonds (Å) are listed after each position.
Element x y z (Å)
1 C -5.828 -0.357 -0.109  C2 1.523, H45 1.088, H46 1.088, H47 1.087
2 C -5.037 -1.401 0.669  C1 1.523, H3 1.092, H4 1.092, C5 1.536
3 H -4.885 -1.052 1.692  C2 1.092
4 H -5.607 -2.331 0.712  C2 1.092
5 C -3.672 -1.689 0.027  C2 1.536, C6 1.500, H43 1.091, H44 1.092
6 C -2.787 -0.478 0.063  C5 1.500, C7 1.392, C11 1.392
7 C -2.153 -0.115 1.247  C6 1.392, C8 1.384, H42 1.080
8 C -1.360 1.018 1.304  C7 1.384, C9 1.381, H41 1.079
9 C -1.204 1.789 0.169  C8 1.381, C10 1.381, S14 1.783
10 C -1.828 1.453 -1.016  C9 1.381, C11 1.384, H13 1.078
11 C -2.621 0.320 -1.065  C6 1.392, C10 1.384, H12 1.080
12 H -3.114 0.049 -1.987  C11 1.080
13 H -1.686 2.089 -1.875  C10 1.078
14 S -0.105 3.192 0.185  C9 1.783, O15 1.436, O16 1.433, N17 1.674
15 O 0.247 3.502 1.542  S14 1.436
16 O -0.619 4.238 -0.650  S14 1.433
17 N 1.189 2.529 -0.646  S14 1.674, H18 1.007, C19 1.444
18 H 1.676 3.215 -1.201  N17 1.007
19 C 2.034 1.635 0.111  N17 1.444, H20 1.096, C21 1.540, H40 1.090
20 H 2.872 2.157 0.587  C19 1.096
21 C 2.574 0.485 -0.760  C19 1.540, N22 1.462, C34 1.534, H39 1.099
22 N 3.304 -0.437 0.109  C21 1.462, C23 1.445, C30 1.454
23 C 4.742 -0.409 -0.026  N22 1.445, C24 1.524, H28 1.093, H29 1.107
24 C 5.424 -1.096 1.152  C23 1.524, H25 1.087, H26 1.086, H27 1.086
25 H 6.499 -0.942 1.099  C24 1.087
26 H 5.228 -2.165 1.146  C24 1.086
27 H 5.052 -0.678 2.083  C24 1.086
28 H 5.050 0.639 -0.049  C23 1.093
29 H 5.074 -0.884 -0.970  C23 1.107
30 C 2.705 -1.758 0.004  N22 1.454, C31 1.524, H37 1.092, H38 1.104
31 C 1.266 -1.489 -0.418  C30 1.524, H32 1.088, H33 1.090, C34 1.525
32 H 0.794 -2.359 -0.871  C31 1.088
33 H 0.673 -1.175 0.441  C31 1.090
34 C 1.438 -0.328 -1.392  C21 1.534, C31 1.525, H35 1.087, H36 1.091
35 H 0.538 0.270 -1.512  C34 1.087
36 H 1.745 -0.703 -2.369  C34 1.091
37 H 2.769 -2.274 0.965  C30 1.092
38 H 3.217 -2.373 -0.756  C30 1.104
39 H 3.224 0.913 -1.536  C21 1.099
40 H 1.417 1.212 0.903  C19 1.090
41 H -0.866 1.323 2.213  C8 1.079
42 H -2.278 -0.728 2.127  C7 1.080
43 H -3.824 -2.009 -1.006  C5 1.091
44 H -3.193 -2.506 0.572  C5 1.092
45 H -5.290 0.587 -0.140  C1 1.088
46 H -6.000 -0.690 -1.130  C1 1.088
47 H -6.794 -0.187 0.362  C1 1.087

## Properties
Frontier orbital gap (eV): 9.1
E_LUMO (eV): 0.61
Energy relative to the best compared isomer or geometry (same formula, charge and spin) (kcal per mole): 11.8
SMILES string: CCCc1ccc(S(=O)(=O)NC[C@@H]2CCCN2CC)cc1

=====

# C16H26N2O4

The molecule C16H26N2O4 (ωB97M-V/def2-TZVPD, the Open Molecules 2025 dataset).

Bonds (Å) are listed after each position.
Element x y z (Å)
1 C -7.344 -2.304 0.257  C2 1.517, H46 1.086, H47 1.087, H48 1.087
2 C -7.029 -0.834 0.459  C1 1.517, H3 1.096, H4 1.096, O5 1.426
3 H -7.231 -0.520 1.490  C2 1.096
4 H -7.626 -0.202 -0.208  C2 1.096
5 O -5.646 -0.630 0.176  C2 1.426, C6 1.340
6 C -5.197 0.624 0.312  O5 1.340, O7 1.216, C8 1.450
7 O -5.897 1.555 0.661  C6 1.216
8 C -3.787 0.770 0.004  C6 1.450, C9 1.387, N12 1.373
9 C -2.802 -0.107 -0.422  C8 1.387, C10 1.417, C42 1.485
10 C -1.611 0.653 -0.535  C9 1.417, C11 1.392, C18 1.478
11 C -1.914 1.969 -0.197  C10 1.392, N12 1.346, C14 1.488
12 N -3.221 2.016 0.122  C8 1.373, C11 1.346, H13 1.009
13 H -3.756 2.828 0.391  N12 1.009
14 C -1.075 3.198 -0.199  C11 1.488, H15 1.087, H16 1.092, H17 1.089
15 H -0.245 3.088 -0.892  C14 1.087
16 H -0.675 3.403 0.795  C14 1.092
17 H -1.673 4.056 -0.500  C14 1.089
18 C -0.305 0.118 -0.976  C10 1.478, O19 1.217, N20 1.361
19 O -0.182 -0.744 -1.826  C18 1.217
20 N 0.765 0.695 -0.365  C18 1.361, H21 1.007, C22 1.443
21 H 0.609 1.265 0.451  N20 1.007
22 C 2.114 0.235 -0.595  N20 1.443, C23 1.531, H40 1.093, H41 1.092
23 C 2.587 -0.738 0.488  C22 1.531, H24 1.091, C25 1.525, H39 1.092
24 H 1.958 -1.629 0.478  C23 1.091
25 C 4.040 -1.145 0.267  C23 1.525, O26 1.409, H37 1.101, H38 1.100
26 O 4.851 -0.005 0.433  C25 1.409, C27 1.417
27 C 6.183 -0.131 -0.032  O26 1.417, C28 1.531, C32 1.526, H36 1.105
28 C 7.029 -1.043 0.860  C27 1.531, H29 1.086, H30 1.087, H31 1.087
29 H 8.060 -1.037 0.518  C28 1.086
30 H 6.664 -2.067 0.830  C28 1.087
31 H 6.993 -0.687 1.887  C28 1.087
32 C 6.763 1.280 -0.072  C27 1.526, H33 1.086, H34 1.086, H35 1.087
33 H 6.145 1.916 -0.699  C32 1.086
34 H 7.774 1.260 -0.470  C32 1.086
35 H 6.781 1.695 0.932  C32 1.087
36 H 6.165 -0.549 -1.055  C27 1.105
37 H 4.166 -1.553 -0.748  C25 1.101
38 H 4.316 -1.927 0.989  C25 1.100
39 H 2.507 -0.261 1.467  C23 1.092
40 H 2.789 1.094 -0.626  C22 1.093
41 H 2.112 -0.264 -1.567  C22 1.092
42 C -2.943 -1.562 -0.682  C9 1.485, H43 1.087, H44 1.086, H45 1.090
43 H -3.868 -1.759 -1.218  C42 1.087
44 H -2.097 -1.912 -1.266  C42 1.086
45 H -2.982 -2.113 0.258  C42 1.090
46 H -8.393 -2.487 0.474  C1 1.086
47 H -7.137 -2.594 -0.769  C1 1.087
48 H -6.732 -2.911 0.919  C1 1.087

## Properties
Frontier orbital gap (eV): 9.1
E_LUMO (eV): 0.69
Energy relative to the best compared isomer or geometry (same formula, charge and spin) (kcal per mole): 0.8
SMILES string: CCOC(=O)c1[nH]c(C)c(C(=O)NCCCOC(C)C)c1C

=====

# C16H26N2O4

The molecule C16H26N2O4 (ωB97M-V/def2-TZVPD, the Open Molecules 2025 dataset).

Bonds (Å) are listed after each position.
Element x y z (Å)
1 C -6.617 0.933 -2.119  C2 1.522, H46 1.088, H47 1.086, H48 1.087
2 C -6.525 0.183 -0.797  C1 1.522, H3 1.092, H4 1.095, O5 1.425
3 H -7.167 -0.701 -0.799  C2 1.092
4 H -6.803 0.844 0.030  C2 1.095
5 O -5.210 -0.316 -0.567  C2 1.425, C6 1.357
6 C -4.315 0.559 -0.039  O5 1.357, O7 1.210, C8 1.448
7 O -4.596 1.700 0.249  C6 1.210
8 C -3.022 -0.070 0.133  C6 1.448, C9 1.389, N12 1.374
9 C -1.843 0.432 0.669  C8 1.389, C10 1.418, C42 1.489
10 C -0.900 -0.627 0.626  C9 1.418, C11 1.393, C18 1.476
11 C -1.541 -1.736 0.079  C10 1.393, N12 1.345, C14 1.483
12 N -2.802 -1.379 -0.223  C8 1.374, C11 1.345, H13 1.007
13 H -3.509 -1.968 -0.633  N12 1.007
14 C -1.018 -3.095 -0.199  C11 1.483, H15 1.089, H16 1.086, H17 1.091
15 H -1.711 -3.852 0.165  C14 1.089
16 H -0.061 -3.216 0.302  C14 1.086
17 H -0.882 -3.244 -1.271  C14 1.091
18 C 0.499 -0.647 1.097  C10 1.476, O19 1.220, N20 1.357
19 O 1.059 -1.664 1.472  C18 1.220
20 N 1.121 0.559 1.096  C18 1.357, H21 1.006, C22 1.443
21 H 0.676 1.338 0.641  N20 1.006
22 C 2.509 0.704 1.460  N20 1.443, C23 1.529, H40 1.093, H41 1.095
23 C 3.416 0.815 0.234  C22 1.529, H24 1.092, C25 1.533, H39 1.092
24 H 3.135 1.685 -0.364  C23 1.092
25 C 4.888 0.954 0.640  C23 1.533, O26 1.407, H37 1.098, H38 1.094
26 O 5.744 1.112 -0.464  C25 1.407, C27 1.423
27 C 6.145 -0.088 -1.117  O26 1.423, C28 1.531, C32 1.526, H36 1.100
28 C 7.381 -0.688 -0.444  C27 1.531, H29 1.087, H30 1.087, H31 1.088
29 H 8.201 0.025 -0.481  C28 1.087
30 H 7.678 -1.601 -0.953  C28 1.087
31 H 7.176 -0.924 0.598  C28 1.088
32 C 6.434 0.268 -2.572  C27 1.526, H33 1.086, H34 1.086, H35 1.087
33 H 6.744 -0.617 -3.122  C32 1.086
34 H 7.224 1.012 -2.613  C32 1.086
35 H 5.545 0.684 -3.038  C32 1.087
36 H 5.325 -0.821 -1.080  C27 1.100
37 H 5.184 0.093 1.253  C25 1.098
38 H 5.016 1.862 1.239  C25 1.094
39 H 3.285 -0.076 -0.383  C23 1.092
40 H 2.774 -0.184 2.039  C22 1.093
41 H 2.623 1.590 2.093  C22 1.095
42 C -1.677 1.806 1.219  C9 1.489, H43 1.088, H44 1.091, H45 1.087
43 H -1.064 1.792 2.117  C42 1.088
44 H -1.215 2.468 0.485  C42 1.091
45 H -2.656 2.217 1.452  C42 1.087
46 H -6.300 0.293 -2.939  C1 1.088
47 H -7.643 1.247 -2.288  C1 1.086
48 H -5.980 1.813 -2.088  C1 1.087

## Properties
Frontier orbital gap (eV): 9.2
E_LUMO (eV): 0.70
Energy relative to the best compared isomer or geometry (same formula, charge and spin) (kcal per mole): 2.1
SMILES string: CCOC(=O)c1[nH]c(C)c(C(=O)NCCCOC(C)C)c1C